The molecule C4H5NO. Source: the OMol25 dataset; level of theory: ωB97M-V with the def2-TZVPD basis set.

CARTESIAN COORDINATES (ANGSTROEM)
1 C -0.932 -1.315 0.028
2 N -0.388 -0.920 1.105
3 C 0.066 0.428 0.841
4 C 1.146 0.438 -0.204
5 C -0.284 0.673 -0.605
6 O -1.014 -0.458 -1.024
7 H -1.349 -2.302 -0.151
8 H 0.016 1.139 1.657
9 H 1.542 -0.559 -0.324
10 H 1.836 1.277 -0.279
11 H -0.639 1.598 -1.047

- 2S+1: 1
- Kohn-Sham gap: 10.609 eV
- HOMO energy: -9.5 eV
- Molar mass: 83.09 g/mol
- F_max: 0.521 eV/Å
- Total charge: 0